[1]
Formula: C32H29Cl3F4N2O2PPb
Source: the Open Molecules 2025 dataset
Level of theory: the ωB97M-V functional and the def2-TZVPD basis

The net charge is +1.

XYZ file:
```
74
Properties=species:S:1:pos:R:3:forces:R:3:mulliken_charge:R:1
F 1.5595 -1.2216 1.8698 -0.05 0.06 -0.09 -0.209
H -0.0704 2.3127 2.5475 -0.01 -0.03 0.01 0.479
H 2.6544 -3.5883 -3.1582 0.01 0.02 0.00 0.436
H 2.6495 2.4921 1.2710 0.04 -0.07 -0.01 0.506
C 1.9651 -0.4745 -4.3402 0.05 0.01 -0.01 -0.310
H 3.1073 -2.0276 -7.1176 -0.01 0.00 0.03 0.398
C -2.5477 -0.8458 -2.9283 0.09 0.04 0.00 0.567
C 2.3347 -0.6528 -5.6621 -0.02 0.00 0.03 -0.663
H -1.8957 4.0820 2.7507 0.03 0.01 0.01 0.313
C 2.5702 -2.7634 -3.8547 0.00 0.01 -0.08 -0.465
Cl -3.6015 0.4806 -3.4145 0.01 0.02 -0.02 -0.123
C 2.9345 -2.9370 -5.1854 -0.02 -0.01 0.04 -0.697
C 3.0606 1.8273 0.5238 0.15 -0.09 -0.14 -0.973
C -1.1289 3.4172 -0.4815 0.10 -0.02 0.13 -0.980
H 0.1312 -5.4782 0.1049 0.02 0.01 -0.01 0.442
H 1.5699 0.4826 -4.0132 0.02 -0.04 -0.01 0.371
C -0.6708 -1.1438 2.6214 0.03 0.32 -0.21 -0.565
N -0.9400 2.4664 0.6523 0.13 0.18 -0.28 0.753
C 4.9398 1.0737 -0.8052 -0.06 -0.02 0.01 -0.878
C -1.7137 -0.4293 -1.6951 -0.10 -0.07 -0.14 -0.055
C -0.1040 -3.5140 4.1175 0.01 -0.11 0.07 -0.558
H -2.9904 0.1733 2.0108 0.06 0.06 -0.07 0.539
H -0.1460 -3.3025 -1.0328 0.03 -0.02 0.01 0.442
C 3.1680 -3.1163 -0.2991 0.03 -0.07 -0.01 -0.161
Pb 0.1378 0.4222 0.0793 0.24 0.26 0.14 1.649
N -0.8547 0.0464 1.9105 -0.14 -0.47 0.36 0.211
H 5.0301 2.6504 0.6532 0.01 -0.04 -0.03 0.450
C 0.8550 -2.9232 3.3248 0.10 -0.08 0.00 0.029
C 0.5711 -1.7866 2.6107 0.12 0.32 -0.18 0.494
Cl -3.4949 -2.2836 -2.6034 -0.01 -0.02 0.03 -0.107
H -1.7409 2.9098 -1.2198 -0.04 -0.04 -0.03 0.561
C -2.1024 0.7971 2.0893 0.04 0.06 0.00 -0.689
C 0.1727 3.8671 -1.1190 0.02 -0.03 0.00 -0.980
H -2.6678 1.4700 0.1243 -0.03 0.02 -0.03 0.440
H -2.9312 2.6591 1.3856 0.00 0.01 0.04 0.727
C 3.3138 -4.3332 0.3490 -0.01 0.03 0.01 -0.767
H -0.9359 5.1453 1.7115 0.01 -0.03 0.02 0.316
H -0.0541 4.4824 -1.9893 0.00 0.01 0.02 0.481
H 4.2771 -4.6147 0.7554 -0.03 0.01 -0.02 0.412
C -2.2419 1.8882 1.0362 0.03 0.05 0.04 -1.599
H -2.1045 1.2306 3.0931 0.01 0.03 0.04 0.512
C 2.2239 -5.1852 0.4882 0.02 0.01 0.00 -0.593
H 0.7810 3.3587 1.4276 -0.07 0.02 -0.01 0.040
H 0.7646 3.0172 -1.4715 -0.03 0.03 0.02 0.091
C -1.6223 -1.7558 3.4331 -0.22 -0.06 0.03 0.738
C 0.9823 -4.8193 -0.0111 0.01 0.07 -0.02 -0.678
F 2.0882 -3.4327 3.2540 -0.04 0.00 0.00 -0.330
F -2.8633 -1.2515 3.5412 -0.04 -0.23 0.19 -0.312
C 2.7994 0.0111 -1.0872 0.58 0.14 -0.02 -0.618
H 0.7939 4.4640 -0.4491 -0.03 -0.02 -0.02 0.279
C 2.0951 -1.5266 -3.4295 0.01 0.08 -0.07 0.420
H 2.2356 0.1634 -6.3669 0.01 -0.03 0.03 0.430
H -0.3065 4.6249 3.2686 -0.03 0.01 -0.01 0.449
H 2.3447 -6.1349 0.9947 -0.01 0.04 -0.01 0.390
C 2.8213 -1.8861 -6.0830 0.00 -0.01 -0.02 -0.599
Cl -1.3390 -1.1870 -4.1938 -0.10 0.03 0.10 -0.090
C -0.8861 4.3039 2.4028 0.01 0.02 0.06 -1.536
O -1.2174 0.7445 -1.7063 0.00 -0.22 -0.07 -0.383
H 3.3065 -3.8977 -5.5178 -0.01 0.02 0.01 0.430
C 4.1495 0.1229 -1.4348 -0.06 0.04 0.06 -0.210
H 5.9853 1.1621 -1.0696 -0.01 0.01 0.00 0.441
C 1.9254 -2.7487 -0.8118 -0.02 -0.05 -0.03 0.648
F -2.3117 -3.4186 4.9014 0.00 -0.03 0.02 -0.307
C 0.8280 -3.5981 -0.6570 0.02 -0.03 0.04 -0.521
C 4.4034 1.9101 0.1708 0.02 0.06 0.03 -0.773
P 1.6315 -1.2106 -1.7165 -0.04 -0.19 0.11 0.826
H 4.0212 -2.4559 -0.3982 -0.02 0.00 0.00 0.409
C -0.2091 3.0863 1.7931 -0.12 0.05 -0.03 -0.384
H 0.1027 -4.4082 4.6885 -0.02 0.04 -0.02 0.538
O -1.4881 -1.2395 -0.7908 -0.13 0.02 -0.07 -0.465
C -1.3357 -2.9022 4.1541 -0.13 -0.04 0.09 0.035
H 4.5691 -0.5313 -2.1909 0.01 0.02 0.02 0.568
C 2.2965 0.8900 -0.1451 -0.39 -0.08 -0.03 0.718
H -1.6973 4.2768 -0.1194 -0.02 0.00 0.00 0.602
```
Forces are in eV/Å.

=====

[2]
Formula: C32H29Cl5N5O4S2Tc
Source: the Open Molecules 2025 dataset
Level of theory: the ωB97M-V functional and the def2-TZVPD basis

XYZ file:
```
78
Properties=species:S:1:pos:R:3:forces:R:3:mulliken_charge:R:1
C 0.6253 2.0981 1.8104 0.10 0.07 0.04 1.065
C -2.5061 0.2967 5.7768 0.17 0.01 -0.11 -1.140
Cl -3.9266 -0.3487 0.4194 -0.17 0.34 0.20 -0.091
C 4.6966 -0.7482 -1.5281 -0.03 0.03 -0.01 -1.496
H -3.5321 0.5186 5.4807 -0.01 -0.02 0.01 0.372
H 3.5006 0.3886 -2.9024 -0.07 -0.06 -0.05 0.685
Tc -0.5506 -0.9490 -0.6208 0.12 0.41 -0.24 -1.022
C -0.7600 -1.2961 4.7806 -0.01 0.04 0.03 -0.404
C 1.7158 2.1460 0.7763 -0.06 -0.08 0.08 0.398
C -1.5504 -0.1988 -5.7047 0.05 0.00 -0.04 -0.738
H -2.6061 1.4166 2.0424 0.07 0.02 0.03 0.004
C -3.0337 1.0512 -0.1511 0.04 -0.02 -0.22 0.750
C -1.7910 0.1423 3.3835 0.24 0.05 -0.10 -0.206
C 1.4603 -4.7111 0.1815 0.00 0.06 -0.06 -0.780
C 1.1797 1.7992 3.2048 -0.07 -0.03 0.00 -1.303
H 4.8978 -1.5694 -2.2187 0.01 0.03 0.02 0.424
C -0.3094 -1.4328 3.3239 -0.17 0.08 -0.08 -0.297
H 1.6304 0.8033 3.2344 0.00 0.04 0.00 0.199
O -4.8316 -2.5922 -1.7956 0.05 -0.09 -0.01 -0.480
C -1.4825 -0.2790 -4.3258 -0.06 0.01 0.12 -0.370
C 0.7722 -0.8231 -5.8581 0.02 0.00 -0.04 -0.810
C 3.0626 1.1148 -0.9634 0.03 -0.04 -0.09 1.128
C 3.7598 2.3108 -1.1056 -0.03 -0.03 0.01 -0.647
H 5.5398 -0.0550 -1.5607 -0.02 -0.03 0.01 0.399
H -0.0960 1.3330 1.5431 -0.06 -0.01 0.00 -1.588
H 0.0848 -0.9934 5.4036 0.01 0.01 0.01 0.310
H -2.4819 0.0742 -6.1830 0.01 0.00 0.01 0.418
H 3.0322 -0.9230 1.1346 0.06 -0.01 -0.10 0.536
H -1.1626 -2.2364 5.1590 -0.02 -0.02 -0.04 0.399
H -0.4803 -0.4201 -7.5520 0.00 0.01 0.02 0.397
H 2.5724 -0.7443 -1.9122 -0.01 -0.02 -0.06 -0.590
H 3.2383 -3.9217 1.2616 -0.05 0.01 -0.04 0.515
C 1.7560 -2.5178 0.4141 -0.07 0.09 -0.20 -0.556
C 0.3980 -4.0157 -0.4097 0.03 0.12 0.07 -0.960
H -3.2067 1.5928 3.6464 -0.01 0.03 -0.01 0.208
H 1.6508 -1.0285 -6.4568 -0.04 -0.01 0.01 0.419
N 0.5836 -2.6915 -0.2805 0.01 -0.21 0.21 0.964
Cl -4.2016 4.8459 -0.6202 0.02 -0.04 0.01 -0.193
N -1.0056 -0.5211 2.5405 -0.13 -0.17 0.26 0.576
Cl -1.3903 4.7983 -1.9235 0.00 -0.04 0.03 -0.190
C 3.3949 -0.0305 -1.8987 0.11 0.13 0.22 -0.178
H 4.0111 4.3350 -0.4401 -0.03 -0.01 -0.01 0.387
C 2.4322 3.3233 0.6042 0.05 0.06 -0.04 -0.571
C -1.2819 2.1693 -1.2242 0.12 -0.04 -0.03 1.402
C 2.0484 1.0343 -0.0006 -0.01 -0.03 0.08 -1.550
N 1.3590 -0.2258 0.1376 0.13 0.16 0.18 2.042
Cl -5.4127 2.2224 0.5096 0.09 0.02 -0.03 -0.157
H 2.1672 4.1901 1.2004 0.01 -0.03 0.01 0.494
H -0.4738 -4.4161 -0.9089 0.02 0.03 0.02 0.422
O -3.5160 -4.5580 -1.1122 0.02 0.15 0.08 -0.516
C -0.2820 -0.6426 -3.7074 -0.08 0.06 0.00 0.664
Cl 0.2255 2.2439 -2.0833 -0.19 -0.04 -0.04 -0.149
C -0.4242 -0.4752 -6.4724 -0.03 0.02 0.06 -0.405
C -1.7079 0.9604 -0.6303 -0.13 0.06 0.09 -1.738
C 3.4586 3.4113 -0.3209 0.00 -0.02 -0.03 -1.213
N -1.7587 -0.2593 4.6701 -0.16 -0.06 0.12 0.208
O 0.5370 -2.2106 2.9602 -0.01 0.02 -0.02 -0.545
H -2.3475 -0.0679 -3.7067 0.01 -0.04 -0.06 0.457
C 2.3240 -3.7531 0.7123 0.08 -0.16 0.06 -1.243
N -2.5202 1.2093 3.0236 -0.05 -0.04 0.00 -0.026
H 1.9423 2.5292 3.4840 0.00 -0.04 0.01 0.442
C -0.2746 -0.7452 -2.2727 -0.82 -0.51 0.08 1.047
C 0.8486 -0.9094 -4.4789 0.09 -0.04 0.11 -0.229
H 1.5749 -5.7833 0.1984 0.01 0.04 0.04 0.460
S -4.2350 -3.3735 -0.7576 -0.40 -0.28 -0.44 1.093
H 1.7739 -1.1884 -3.9919 -0.03 0.00 -0.04 0.493
C -2.0195 3.3565 -1.2237 0.09 0.00 -0.02 -0.141
S -2.3752 -2.0608 -0.2198 1.16 0.11 -0.17 -0.102
O -4.8226 -3.2940 0.5461 0.05 0.01 -0.03 -0.512
H 0.1109 3.0640 1.8245 0.00 -0.02 -0.02 0.771
H 4.5397 2.3749 -1.8579 -0.02 0.01 0.03 0.476
H 0.3836 1.8389 3.9547 0.04 -0.02 -0.02 0.322
C 2.1129 -1.1851 0.6172 0.04 -0.02 0.07 0.106
H 4.6468 -1.1628 -0.5201 0.01 -0.01 -0.04 0.291
C -3.2884 3.3904 -0.6570 0.01 0.08 -0.02 0.261
C -3.8128 2.2152 -0.1494 -0.10 -0.08 0.13 0.462
H -2.0419 1.2036 6.1743 -0.01 0.01 0.00 0.311
H -2.5487 -0.4437 6.5727 -0.02 0.00 -0.01 0.361
```
Forces are in eV/Å.

=====

[3]
Formula: C32H29N11O4S2Sc
Source: the Open Molecules 2025 dataset
Level of theory: the ωB97M-V functional and the def2-TZVPD basis

The net charge is +1.

XYZ file:
```
79
Properties=species:S:1:pos:R:3:forces:R:3:mulliken_charge:R:1
H -6.6928 5.0581 -1.5588 -0.34 0.58 -0.36 0.397
H -1.2723 1.7338 6.7854 0.78 0.28 -0.92 0.291
S 1.8205 -2.5011 0.7159 -1.24 -0.01 0.72 1.738
H -5.7490 2.2220 1.4044 -0.15 -0.85 1.14 0.536
H -2.4027 3.7493 -2.4494 0.19 -0.59 0.96 0.249
H -7.4130 3.6823 0.2920 0.49 -0.14 -0.13 0.369
H 5.4582 0.3103 -0.6692 0.36 -0.21 0.26 0.335
N 0.1387 0.8292 -1.9524 -0.21 0.49 -1.47 0.407
Sc -0.0381 -0.1485 0.0100 0.68 -0.33 3.28 -0.317
C 0.0029 2.9847 -2.9781 0.07 -0.03 -0.32 -0.729
H 0.3591 3.3487 7.5704 0.19 0.33 0.02 0.417
N 0.5695 1.5920 2.5646 1.97 0.14 -2.68 0.888
C 3.5427 -2.2466 0.3819 -0.31 -0.20 -0.95 -0.504
H 1.6061 -0.5001 -2.5782 -0.27 0.73 -0.09 0.388
H -1.0195 -3.9361 -4.1664 0.73 -0.03 0.19 0.387
C 1.2883 3.1515 4.2467 0.97 -0.42 -0.31 -0.409
O -0.3426 0.7802 2.0627 0.31 0.30 -0.16 -0.237
C 1.3103 3.5704 5.5806 -0.02 0.74 0.20 -0.464
H 7.9409 -2.4040 -1.1174 0.63 -0.18 -0.07 0.224
N -1.8455 1.3776 -0.2919 0.02 0.58 0.40 0.191
C 0.8077 -3.2510 -1.5708 2.46 0.04 0.75 0.007
C 1.1688 0.5034 -2.7525 -0.03 -0.06 1.16 0.150
H -0.4335 4.0029 -2.9582 0.46 -0.79 -0.48 0.494
N -3.3144 -3.0484 0.5843 0.84 0.01 1.67 -0.039
C -5.4229 2.8587 0.6416 0.77 1.77 -1.80 -0.696
H -3.0274 -0.7942 -1.6398 0.06 -1.27 -0.11 -0.018
S -2.8949 1.9441 0.9952 1.62 -1.69 1.45 -0.132
N -1.6694 -1.5810 0.6200 -0.14 -0.48 -0.49 0.953
C 0.4464 2.1052 3.8651 0.17 0.46 1.22 0.505
H 7.7097 -0.6950 -1.3002 0.19 -0.42 0.12 0.219
H 3.7640 -4.2408 -0.1272 0.72 -0.28 0.15 0.499
N 7.3330 -1.6322 -1.2594 -0.81 1.00 -0.07 -0.509
H -4.1057 -3.5966 0.2828 0.22 0.11 -0.18 0.201
C 5.2151 -0.7214 -0.4219 -0.39 -0.10 -0.18 -1.014
H 3.3634 -0.0793 0.4164 0.01 -0.47 -0.20 0.458
C -0.2117 -4.0799 -3.4250 0.53 -1.76 -0.66 -0.115
C 6.0661 -1.7885 -0.7564 -0.26 -0.96 -0.23 1.051
N 0.0115 -3.0818 -2.5972 -1.35 1.14 0.42 -0.474
H 6.1429 -3.9516 -1.0754 0.04 -0.06 0.03 0.372
C 1.3967 -5.3426 -2.2156 0.39 -0.40 -1.77 -0.186
C -0.5070 2.1084 6.0543 -0.69 -0.25 1.66 -0.355
N 1.6169 2.0005 1.7850 -3.77 -1.47 1.18 -0.635
O 1.4114 1.5758 0.6027 0.40 -0.68 -0.84 -0.247
H -3.6799 -2.4342 -1.9745 -0.65 -0.41 -0.15 0.509
H 1.3477 3.3646 -4.5921 0.51 -0.66 0.90 0.402
C -6.3638 3.6653 -0.0223 0.54 -0.48 0.57 -0.726
C -1.6578 2.2149 -1.2428 -2.08 1.40 -0.17 0.184
H -1.2378 -1.7905 2.7175 0.86 0.48 0.68 0.547
C -2.8309 -3.0044 1.9182 0.36 0.95 -1.47 -0.825
N 0.9206 -2.2150 -0.6329 0.31 -0.43 -0.74 0.291
C -2.5576 -2.2143 -0.1502 -0.55 0.47 0.05 0.437
C -2.8357 -1.9143 -1.5849 0.99 1.94 0.23 -0.697
H 2.0192 -6.2317 -2.0738 -0.19 0.22 0.01 0.422
H -1.9515 -2.1220 -2.2063 -0.25 0.00 0.22 -0.104
C -3.7131 3.6271 -0.9070 -1.33 0.00 -0.15 0.133
H -1.2216 0.8860 4.3815 0.38 0.04 0.48 0.334
O 1.3030 -1.3102 1.4768 0.64 -0.31 -0.71 -0.583
H 2.0158 4.3666 5.8529 -0.27 -0.44 -0.05 0.343
C 5.5710 -3.1292 -0.6740 -0.67 1.31 0.83 -0.961
C 4.3296 -3.3122 -0.0981 -1.05 -0.38 -0.08 -0.335
N 1.6559 -4.3254 -1.4226 -1.66 0.54 0.20 -0.289
C -0.4998 2.0460 -2.1110 1.62 -1.46 -0.42 0.932
C -4.0533 2.9160 0.2409 -2.70 0.28 -1.39 0.726
H -4.4232 5.2053 -2.3310 0.32 -0.67 0.08 0.352
H -3.2988 -3.4999 2.7392 -0.09 -0.36 0.08 0.427
O 1.6108 -3.7932 1.3288 0.30 1.13 -0.43 -0.714
N -2.5193 3.2794 -1.5372 2.09 0.60 -1.09 -0.062
H 2.7222 1.1988 -4.0006 0.14 -0.25 -0.99 0.463
C 1.1160 2.6244 -3.7938 -1.18 1.54 -0.45 -0.597
C 1.7312 1.4023 -3.6596 -0.42 0.19 0.97 -1.086
H 2.0268 3.4775 3.4693 -0.81 0.09 1.20 0.380
C 3.9528 -0.9584 0.1261 0.78 1.11 0.29 -0.129
C -4.6531 4.4854 -1.5377 0.69 -0.42 0.43 -0.815
C 0.5101 -5.2871 -3.3284 -0.76 0.23 0.03 -0.728
H 0.3600 -6.1085 -4.0879 0.25 0.94 1.30 0.330
C -1.7990 -2.1028 1.8893 -1.76 -0.90 -0.49 -0.753
C -5.9503 4.4688 -1.0774 -0.19 -0.23 0.55 -0.437
C -0.4746 1.5818 4.7744 -0.32 0.33 -0.92 -0.389
C 0.4001 3.0744 6.5307 -0.12 -0.96 -1.94 -0.624
```
Forces are in eV/Å.

=====

Calculated values (eV/Å) of max |F| for the records, taken in order: 0.61, 1.18, 4.22.
Calculated values (eV) of ΔE to the lowest compared entry with this formula, charge and spin for the records, taken in order: 0.000, 3.744, 0.128.
Calculated values (eV) of HOMO-LUMO gap for the records, taken in order: 7.0, 6.1, 6.4.